Record 1
{"formula": "C13H30AgN5Sb", "method": "wB97M-V/def2-TZVPD", "symbols": ["Ag", "C", "C", "C", "C", "N", "N", "C", "H", "H", "H", "H", "H", "H", "H", "H", "C", "N", "C", "C", "N", "N", "C", "C", "H", "H", "H", "H", "H", "H", "H", "H", "H", "H", "H", "H", "H", "C", "Sb", "C", "C", "H", "H", "H", "H", "H", "H", "H", "H", "H"], "coordinates": [[0.909972, -0.006137, 0.157350], [-2.642464, -4.032389, 1.952770], [-1.631120, -3.460744, 1.012802], [-1.281499, -3.803958, -0.274711], [-0.239787, -2.929307, -0.638167], [0.028751, -2.096807, 0.356229], [-0.834397, -2.426932, 1.344142], [0.509933, -2.851797, -1.931737], [-3.072664, -4.934305, 1.525142], [-3.453594, -3.325585, 2.139417], [-2.194428, -4.294166, 2.912029], [-1.702266, -4.601472, -0.868442], [-0.777699, -1.961004, 2.230703], [0.265333, -3.703593, -2.564451], [1.587165, -2.854974, -1.757449], [0.260307, -1.942863, -2.485063], [-3.792998, 1.322592, -0.226569], [-2.457759, 1.451876, -0.809719], [-1.984604, 0.233856, -1.443972], [-1.541426, 2.282683, -0.200991], [-0.341565, 1.873915, 0.100503], [-1.969239, 3.547387, 0.069916], [-1.173756, 4.379364, 0.955530], [-2.947319, 4.251630, -0.758846], [-3.811339, 0.517249, 0.515338], [-4.516977, 1.084905, -1.006645], [-4.100488, 2.240911, 0.260834], [-2.704213, -0.062230, -2.207116], [-1.878667, -0.593507, -0.735438], [-1.027843, 0.412041, -1.926309], [0.258592, 2.651022, 0.330699], [-0.319643, 4.833943, 0.441926], [-0.811762, 3.798877, 1.804193], [-1.800006, 5.180546, 1.340063], [-3.278618, 3.617586, -1.575235], [-2.487832, 5.145956, -1.183886], [-3.814218, 4.560615, -0.170617], [5.441891, 1.389385, 0.414607], [3.664950, 0.230256, 0.255899], [4.158499, -1.190043, 1.772764], [4.296828, -0.931550, -1.421030], [6.263289, 0.671567, 0.398735], [5.458577, 1.952348, 1.347476], [5.533380, 2.077426, -0.425626], [5.160077, -1.586626, 1.590610], [3.436622, -2.009007, 1.762147], [4.135353, -0.709773, 2.752963], [5.296465, -1.329153, -1.231325], [4.319708, -0.310574, -2.318908], [3.604496, -1.759437, -1.582534]], "forces_ev_per_a": [[-0.029, 0.270, 0.080], [0.035, 0.079, -0.064], [-0.050, -0.052, 0.038], [0.070, -0.105, -0.101], [-0.013, -0.113, -0.261], [0.007, 0.185, 0.133], [0.014, 0.021, 0.012], [-0.065, -0.027, 0.045], [-0.001, 0.004, -0.007], [0.039, -0.021, -0.018], [0.025, 0.011, -0.026], [0.039, 0.093, 0.061], [0.000, 0.059, 0.088], [0.015, 0.030, 0.024], [-0.056, -0.007, 0.017], [-0.014, -0.029, 0.043], [0.093, 0.004, -0.109], [0.071, 0.016, 0.074], [-0.107, 0.050, 0.060], [-0.102, -0.105, -0.030], [0.025, -0.215, -0.193], [-0.106, 0.048, 0.082], [-0.059, 0.024, -0.050], [0.118, -0.057, 0.095], [0.009, -0.031, 0.011], [0.034, 0.016, -0.011], [0.028, 0.027, 0.011], [-0.033, 0.006, 0.002], [-0.001, -0.024, 0.040], [0.048, 0.042, -0.031], [0.040, 0.100, 0.035], [0.012, 0.025, -0.003], [-0.031, -0.004, -0.037], [-0.035, 0.035, -0.004], [0.024, -0.033, 0.020], [0.022, 0.003, -0.001], [0.023, -0.019, 0.007], [-0.074, 0.170, 0.015], [-0.112, -0.554, -0.048], [0.099, -0.014, 0.031], [0.089, -0.004, -0.040], [-0.022, 0.099, 0.006], [0.002, -0.045, -0.067], [-0.006, -0.057, 0.063], [-0.099, 0.034, 0.040], [0.056, 0.080, -0.016], [-0.001, -0.055, -0.080], [-0.096, 0.036, -0.040], [-0.005, -0.071, 0.080], [0.076, 0.079, 0.023]], "e_lumo_ha": -0.077, "relative_energy_kj_mol": 11.6, "total_charge": 1}

***

Record 2
{"formula": "C13H30B3F3N2O15Tl", "method": "wB97M-V/def2-TZVPD", "symbols": ["Tl", "B", "H", "H", "H", "H", "B", "H", "H", "H", "H", "B", "H", "H", "H", "H", "C", "C", "O", "O", "H", "H", "H", "C", "C", "O", "C", "O", "O", "F", "H", "H", "H", "C", "C", "O", "C", "O", "O", "F", "H", "H", "H", "C", "C", "O", "C", "O", "O", "F", "H", "H", "H", "C", "N", "O", "O", "H", "H", "H", "C", "N", "O", "O", "H", "H", "H"], "coordinates": [[-0.947949, -3.322809, 3.083011], [-3.430434, -2.003706, 3.163009], [-3.111076, -1.856177, 2.063043], [-3.670658, -3.097721, 3.473439], [-2.563419, -1.637969, 3.846875], [-4.418087, -1.426623, 3.319203], [-0.057164, -0.694120, 4.673818], [-1.127160, -0.312371, 4.922210], [0.000185, -1.802000, 5.073000], [-0.003690, -0.691287, 3.521947], [0.747966, -0.091796, 5.236049], [2.112741, -3.162362, 3.403043], [3.069763, -3.091289, 2.759741], [1.791218, -4.286377, 3.362139], [2.262000, -2.896335, 4.524982], [1.349576, -2.397142, 3.001985], [0.175143, -0.163782, -1.054127], [0.315212, -0.792120, 0.309408], [-0.626766, -1.380618, 0.890572], [1.425810, -0.629807, 0.867331], [0.994091, 0.549935, -1.167108], [-0.734393, 0.408909, -1.247795], [0.277620, -0.868174, -1.884260], [-3.782773, 0.806768, 1.550214], [-5.089576, 0.157414, 1.173669], [-5.374482, 0.679514, -0.089272], [-4.652767, 1.819352, -0.227445], [-4.757451, 2.560673, -1.161850], [-3.831203, 2.048610, 0.797288], [-6.011698, 0.536818, 2.129497], [-2.888029, 0.212753, 1.347865], [-3.704746, 0.917704, 2.629647], [-4.934564, -0.917434, 1.262364], [2.910306, 5.096611, -0.499125], [1.718926, 4.320348, -1.016601], [1.845079, 3.052321, -0.437477], [2.978756, 2.941510, 0.283736], [3.184478, 1.960057, 0.924516], [3.651121, 4.092017, 0.177242], [1.941143, 4.065649, -2.378751], [2.644865, 5.772122, 0.318588], [3.591944, 5.423778, -1.281835], [0.734980, 4.782276, -0.943029], [3.982359, -0.677548, -2.925586], [5.408402, -0.150523, -2.682534], [5.642206, -0.381174, -1.344628], [4.426946, -0.520357, -0.711120], [4.321748, -0.799938, 0.434270], [3.457925, -0.393559, -1.609292], [5.577896, 1.165917, -3.036319], [4.114121, -1.729574, -3.178660], [3.378971, -0.097023, -3.614112], [6.151907, -0.694579, -3.279055], [-0.468025, 1.803877, -3.850257], [-0.907463, 1.747318, -5.258350], [-1.376021, 0.694297, -5.641184], [-0.872008, 2.768215, -5.924275], [0.056997, 2.722302, -3.607881], [0.001616, 0.876140, -3.544299], [-1.383417, 1.869537, -3.256813], [-1.723346, -3.216036, -1.510606], [-2.844139, -3.370937, -0.553857], [-2.595103, -3.869947, 0.513513], [-3.935426, -3.034222, -0.966940], [-1.711119, -2.127369, -1.584324], [-1.900232, -3.656346, -2.486788], [-0.809634, -3.611593, -1.081655]], "forces_ev_per_a": [[0.420, 2.325, -0.004], [1.507, -0.711, 0.089], [0.412, 0.005, -1.699], [-0.465, -1.864, 0.223], [0.772, 0.846, 0.971], [-1.259, 0.838, 0.491], [-0.947, 0.965, 0.830], [-1.058, 0.987, 0.188], [0.533, -2.294, 0.012], [0.142, -0.695, -2.178], [1.115, 0.502, 0.946], [0.792, -2.058, 0.455], [0.606, 0.209, -1.702], [-0.059, -1.717, 0.337], [-0.930, 0.490, 1.481], [-1.430, 2.975, -0.890], [0.052, 0.597, -0.884], [1.625, 0.804, 1.038], [-1.283, -0.875, -0.095], [-0.669, -0.619, -0.272], [0.069, -0.114, 0.132], [-0.316, -0.266, 0.429], [-0.012, -0.287, 0.202], [0.542, 0.034, 0.619], [1.569, -0.532, 1.346], [-0.202, -0.290, 0.492], [-0.094, 1.422, -0.913], [-0.093, -0.401, 0.117], [0.236, -1.006, 0.478], [-0.601, 0.075, -0.683], [-0.129, 0.078, -0.782], [-0.351, 0.717, -0.038], [-0.785, -0.049, -0.754], [0.251, -0.740, 1.101], [0.849, -1.167, -1.415], [-1.930, 0.993, -0.366], [-0.586, -1.068, 0.948], [0.927, 1.127, -0.518], [1.430, -0.632, 0.740], [-0.353, 0.542, -0.074], [-0.023, 0.638, -0.745], [-0.576, 0.719, -0.025], [0.025, -0.333, 0.282], [1.067, 1.630, 1.345], [0.711, -0.838, -1.702], [0.168, 0.461, -0.356], [0.294, -0.889, 1.806], [0.213, 0.450, -0.733], [-1.362, -0.859, -0.972], [-0.317, 0.271, 0.408], [-0.738, -0.162, 0.267], [0.196, -0.176, -0.293], [-0.056, 0.062, 0.252], [-0.648, 0.306, 1.020], [-0.434, 0.338, -0.321], [0.254, -0.086, 0.002], [0.243, -0.280, 0.302], [0.467, -0.198, -0.482], [0.305, 0.100, -0.326], [-0.178, -0.142, -0.218], [0.436, 1.020, 0.131], [0.079, -1.032, -1.200], [-0.245, -0.212, 0.601], [-0.079, 0.121, 0.507], [0.571, -0.133, -0.328], [-0.595, -0.092, 0.170], [-0.076, 0.167, 0.205]], "e_lumo_ha": -0.089, "total_charge": -1}

***

Values of molar mass, in order: 486.046; 748.195, all in g/mol.